(i)
Entry from the OMol25 dataset: a molecular structure, C3H9N3O2 (ωB97M-V/def2-TZVPD).

Gap between HOMO and LUMO ... 8.82 eV
Highest occupied orbital energy ... -8.4 eV

Each line ends with the Löwdin charge.
Geometry (Å):
C: -2.751 -0.495 0.192  -0.14
C: 0.749 0.160 -0.187  -0.53
C: 3.101 -0.296 0.210  -0.05
H: -2.293 -1.461 0.735  0.10
H: -3.091 0.629 0.978  0.15
H: -3.804 -0.669 -0.398  0.09
H: -1.311 0.250 -1.534  0.19
H: -0.423 -1.664 -0.423  0.20
H: 2.949 0.711 1.029  0.14
H: 3.580 -1.302 0.989  0.13
H: 3.847 -0.175 -0.888  0.15
H: -1.082 1.812 0.591  0.26
N: -1.618 0.150 -0.470  -0.25
N: -0.509 -0.589 -0.055  -0.09
N: 1.004 1.387 -0.401  0.03
O: 1.658 -0.784 -0.396  -0.15
O: -0.006 2.334 0.028  -0.22

---

(ii)
Entry from the OMol25 dataset: 2 unconnected molecules or ions with the total composition C3H9N3O2 (ωB97M-V/def2-TZVPD).

Gap between HOMO and LUMO ... 9.47 eV
Highest occupied orbital energy ... -8.6 eV

Each line ends with the Löwdin charge.
Geometry (Å):
C: 0.465 3.120 0.230  -0.13
C: 0.506 -0.945 1.271  -0.04
N: 0.390 -1.582 -0.014  -0.15
N: -0.211 2.074 0.333  0.01
C: -0.512 -1.319 -0.992  -0.60
N: -1.600 -0.575 -0.620  0.16
O: 1.574 -2.193 -0.474  0.01
O: -0.338 -1.734 -2.130  0.03
H: 1.382 -2.343 -1.425  0.09
H: -0.683 1.764 -0.517  0.04
H: -1.822 -0.475 0.355  0.09
H: -2.374 -0.604 -1.262  0.11
H: 0.586 3.727 -0.671  0.07
H: 0.983 3.475 1.113  0.06
H: -0.220 -1.369 1.970  0.09
H: 0.367 0.138 1.196  0.05
H: 1.506 -1.158 1.639  0.10

---

(iii)
Entry from the OMol25 dataset: 2 unconnected molecules or ions with the total composition C3H9N3O2 (ωB97M-V/def2-TZVPD).

Gap between HOMO and LUMO ... 10.50 eV
Highest occupied orbital energy ... -10.0 eV

Each line ends with the Löwdin charge.
Geometry (Å):
C: 0.891 -0.665 -1.687  -0.01
C: -0.241 -1.438 -1.050  -0.64
N: -1.502 -0.996 -1.312  0.16
O: -0.020 -2.410 -0.353  0.04
H: 0.637 0.380 -1.867  0.07
H: 1.249 -1.141 -2.599  0.09
H: 1.684 -0.746 -0.947  0.08
H: -2.282 -1.548 -0.993  0.11
H: -1.645 -0.003 -1.391  0.10
N: 0.515 -0.051 1.494  0.16
C: 0.150 1.202 1.953  -0.66
N: -0.378 2.088 1.020  0.13
O: 0.336 1.522 3.108  0.04
H: 0.022 -0.649 0.839  0.05
H: 0.820 -0.572 2.303  0.11
H: -0.277 3.029 1.377  0.10
H: 0.044 1.998 0.107  0.07

---

Relative energies, kJ/mol: (i) 1152.7; (ii) 294.7; (iii) 0.0.

---

(i)
Entry from the OMol25 dataset: 3 unconnected molecules or ions with the total composition C2H11N2O2 (ωB97M-V/def2-TZVPD).

Total charge ... +1
Gap between HOMO and LUMO ... 9.17 eV
Highest occupied orbital energy ... -12.4 eV

Each line ends with the Löwdin charge.
Geometry (Å):
C: -0.373 0.347 -0.386  -0.19
C: -0.441 0.269 0.946  -0.11
N: -1.758 0.234 1.665  0.19
N: 0.794 0.220 -1.063  0.10
H: -1.258 0.179 -0.988  0.13
H: 0.388 0.160 1.629  0.10
H: -2.138 1.167 1.823  0.17
H: -1.720 -0.317 2.521  0.17
H: -2.385 -0.256 1.024  0.16
H: 1.614 -0.001 -0.526  0.11
H: 0.886 0.548 -2.022  0.06
H: 1.928 -2.775 2.009  0.06
H: 1.962 -1.746 3.116  0.05
O: 1.522 -1.934 2.278  -0.07
H: -0.366 1.654 -3.944  0.06
H: 0.807 0.812 -4.387  0.07
O: 0.541 1.439 -3.697  -0.05

---

(ii)
Entry from the OMol25 dataset: 3 unconnected molecules or ions with the total composition C2H11N2O2 (ωB97M-V/def2-TZVPD).

Total charge ... +1
Gap between HOMO and LUMO ... 11.48 eV
Highest occupied orbital energy ... -14.8 eV

Each line ends with the Löwdin charge.
Geometry (Å):
C: -0.591 -0.474 2.699  -0.04
N: -0.627 0.025 1.341  0.02
C: -1.646 0.305 0.586  -0.13
N: -1.533 0.981 -0.548  0.17
H: -0.786 0.236 3.508  0.10
H: -1.336 -1.229 2.968  0.10
H: 0.370 -0.937 2.882  0.10
H: 0.259 0.461 1.144  0.14
H: -2.637 0.065 0.957  0.17
H: -0.727 0.931 -1.185  0.10
H: -2.458 1.181 -0.907  0.13
H: 2.538 -1.161 -3.141  0.06
H: 2.024 -2.217 -2.145  0.07
O: 2.467 -1.359 -2.205  -0.03
H: 1.759 1.436 -0.746  0.07
H: 1.617 0.135 -1.603  0.03
O: 1.114 0.802 -1.076  -0.07

---

(iii)
Entry from the OMol25 dataset: 3 unconnected molecules or ions with the total composition C2H11N2O2 (ωB97M-V/def2-TZVPD).

Total charge ... +1
Gap between HOMO and LUMO ... 9.90 eV
Highest occupied orbital energy ... -13.0 eV

Each line ends with the Löwdin charge.
Geometry (Å):
C: 0.649 0.844 0.329  -0.09
C: 1.119 0.983 1.533  -0.14
N: 2.281 1.861 1.632  0.09
N: -0.196 -0.374 0.076  0.17
H: 0.983 1.472 -0.506  0.14
H: 0.594 0.805 2.477  0.14
H: 2.556 1.570 2.529  0.07
H: 2.955 1.662 0.984  0.05
H: -0.312 -0.866 0.919  0.13
H: -1.136 -0.099 -0.280  0.10
H: 0.230 -1.070 -0.646  0.16
H: 0.245 -1.628 -3.081  0.07
H: 0.045 -2.995 -2.591  0.07
O: -0.074 -2.088 -2.291  -0.04
H: -3.722 -0.253 0.218  0.12
H: -3.281 0.226 -1.113  0.07
O: -2.970 -0.436 -0.464  -0.09

---

(iv)
Entry from the OMol25 dataset: 3 unconnected molecules or ions with the total composition C2H11N2O2 (ωB97M-V/def2-TZVPD).

Total charge ... +1
Gap between HOMO and LUMO ... 11.21 eV
Highest occupied orbital energy ... -14.6 eV

Each line ends with the Löwdin charge.
Geometry (Å):
C: 0.806 1.354 -2.927  0.01
N: 0.180 0.859 -1.671  0.03
C: -0.937 0.137 -1.640  -0.18
N: -1.347 -0.756 -0.808  0.14
H: 1.790 1.660 -2.659  0.10
H: 0.197 2.147 -3.245  0.08
H: 0.782 0.609 -3.646  0.07
H: 0.656 0.877 -0.765  0.16
H: -1.577 0.197 -2.560  0.18
H: -1.100 -0.742 0.249  0.10
H: -1.837 -1.582 -1.270  0.18
H: 2.075 -0.560 3.948  0.06
H: 0.966 -0.842 4.998  0.07
O: 1.184 -0.930 4.053  -0.06
H: -1.149 -0.249 1.949  0.11
H: 0.195 -0.933 2.277  0.01
O: -0.189 -0.352 1.632  -0.07

---

Relative energies, kJ/mol: (i) 108.5; (ii) 0.0; (iii) 166.7; (iv) 77.8.

---

(i)
Entry from the OMol25 dataset: a single C3H2O3S molecule (ωB97M-V/def2-TZVPD).

Gap between HOMO and LUMO ... 10.72 eV
Highest occupied orbital energy ... -10.5 eV

Each line ends with the Löwdin charge.
Geometry (Å):
C: -1.278 0.086 -0.035  -0.66
C: -0.667 1.404 0.000  -0.12
C: 1.299 0.057 0.037  -0.73
H: -1.053 1.783 0.939  0.14
H: -1.047 2.248 -0.703  0.18
O: -2.423 -0.290 0.151  0.02
O: 0.789 1.315 -0.147  -0.02
O: 2.429 -0.223 0.180  0.11
S: -0.024 -1.233 -0.108  1.08

---

(ii)
Entry from the OMol25 dataset: a single C3H2O3S molecule (ωB97M-V/def2-TZVPD).

Gap between HOMO and LUMO ... 7.50 eV
Highest occupied orbital energy ... -10.1 eV

Each line ends with the Löwdin charge.
Geometry (Å):
C: 0.089 -1.106 -0.279  -0.60
C: 0.156 0.352 0.125  -0.57
C: -1.051 1.240 -0.015  -0.24
H: -1.677 -0.797 -0.898  0.09
H: -1.037 2.186 0.562  0.12
O: -1.017 -1.532 -0.883  0.13
O: 1.029 -1.801 -0.112  0.12
O: -2.005 0.944 -0.714  0.06
S: 1.468 0.925 0.939  0.89

---

(iii)
Entry from the OMol25 dataset: a single C3H2O3S molecule (ωB97M-V/def2-TZVPD).

Gap between HOMO and LUMO ... 9.35 eV
Highest occupied orbital energy ... -9.1 eV

Each line ends with the Löwdin charge.
Geometry (Å):
C: 0.347 0.474 0.063  -0.72
C: 1.086 -0.480 0.597  -0.06
C: -0.870 -1.256 -0.253  -0.48
H: -0.631 2.658 0.079  -0.01
H: 2.124 -0.591 1.119  0.18
O: 0.244 -1.670 0.551  0.05
O: -1.571 -2.011 -0.904  0.14
O: -0.821 0.045 -0.501  0.11
S: 0.770 2.162 0.199  0.80

---

Relative energies, kJ/mol: (i) 0.0; (ii) 58.0; (iii) 117.7.

---

(i)
Entry from the OMol25 dataset: 2 unconnected molecules or ions with the total composition C3H11N2O (ωB97M-V/def2-TZVPD).

<S²> ... 0.754
Gap between HOMO and LUMO (alpha / beta) ... 2.73 / 8.36 eV
Multiplicity ... 2
Highest occupied orbital energy (alpha / beta) ... -2.4 / -8.2 eV

Each line ends with the Löwdin spin population.
Geometry (Å):
C: -1.294 0.383 1.928  0.08
C: -0.130 0.887 1.148  0.42
O: 0.091 0.568 -0.071  0.17
N: 0.761 1.783 1.751  0.12
H: -1.301 0.644 2.995  0.00
H: -1.437 -0.703 1.970  0.02
H: 1.316 2.398 1.160  0.03
H: 0.556 2.075 2.687  0.01
H: -2.198 0.880 1.538  0.04
C: 0.083 -1.708 -1.713  0.01
N: 0.864 -0.495 -2.055  0.04
H: 1.448 -0.687 -2.859  0.01
H: 0.261 0.325 -2.212  0.03
H: 1.356 -0.268 -1.165  0.02
H: -0.726 -1.371 -1.078  0.01
H: 0.723 -2.539 -1.424  0.01
H: -0.373 -2.172 -2.600  0.00

---

(ii)
Entry from the OMol25 dataset: 2 unconnected molecules or ions with the total composition C3H11N2O (ωB97M-V/def2-TZVPD).

<S²> ... 0.759
Gap between HOMO and LUMO (alpha / beta) ... 4.17 / 6.95 eV
Multiplicity ... 2
Highest occupied orbital energy (alpha / beta) ... -3.5 / -6.5 eV

Each line ends with the Löwdin spin population.
Geometry (Å):
C: -0.739 1.236 -1.698  0.03
C: -0.503 0.148 -0.695  0.17
C: 0.740 -0.528 -0.699  0.31
N: 1.879 -0.106 -1.375  0.14
N: -1.025 0.365 0.673  0.11
H: -0.574 0.847 -2.713  0.00
H: -1.786 1.512 -1.827  0.01
H: -0.043 2.083 -1.575  0.01
H: 0.845 -1.502 -0.226  0.04
H: 1.875 0.697 -1.957  0.01
H: 2.630 -0.755 -1.505  0.00
H: -1.134 1.379 0.890  0.07
H: -1.869 -0.116 0.983  0.02
H: -0.327 0.002 1.353  0.04
H: -0.399 -2.413 3.242  0.01
H: 0.519 -1.365 3.921  0.01
O: -0.091 -1.484 3.206  0.04

---

Relative energies, kJ/mol: (i) 0.0; (ii) 53.2.

---

(i)
Entry from the OMol25 dataset: 2 unconnected molecules or ions with the total composition C3H11N2O (ωB97M-V/def2-TZVPD).

<S²> ... 0.753
Gap between HOMO and LUMO (alpha / beta) ... 5.66 / 9.63 eV
Multiplicity ... 2
Highest occupied orbital energy (alpha / beta) ... -4.6 / -8.6 eV

Each line ends with the Löwdin spin population.
Geometry (Å):
C: -2.060 0.123 0.796  0.01
C: -1.192 -0.801 1.691  0.01
N: 1.760 -1.820 -0.312  0.17
C: 0.972 -1.093 0.594  0.54
N: -0.271 -1.599 0.952  0.18
H: -1.398 0.571 0.067  0.00
H: -2.755 -0.508 0.253  0.00
H: -2.641 0.799 1.402  0.00
H: -0.654 -0.162 2.392  0.00
H: -1.866 -1.425 2.261  0.00
H: 1.363 -2.634 -0.736  0.01
H: 2.745 -1.644 -0.361  0.00
H: 1.278 -0.115 0.911  0.05
H: -0.544 -2.547 0.786  0.01
H: 2.016 4.890 -3.101  0.00
H: 1.575 3.966 -4.276  0.00
O: 1.673 3.999 -3.320  0.00

---

(ii)
Entry from the OMol25 dataset: 2 unconnected molecules or ions with the total composition C3H11N2O (ωB97M-V/def2-TZVPD).

<S²> ... 0.754
Gap between HOMO and LUMO (alpha / beta) ... 3.55 / 8.53 eV
Multiplicity ... 2
Highest occupied orbital energy (alpha / beta) ... -3.1 / -8.2 eV

Each line ends with the Löwdin spin population.
Geometry (Å):
C: 2.393 0.758 -1.315  0.04
C: 1.238 0.055 -0.564  0.32
C: 0.056 0.669 -0.554  0.30
N: -0.945 -0.201 0.191  0.06
N: 1.716 -1.013 0.344  0.08
H: 3.395 0.940 -0.910  0.01
H: 2.010 1.725 -1.641  0.01
H: 2.596 0.230 -2.215  0.01
H: -0.304 1.621 -1.015  0.04
H: -1.360 -0.689 -0.609  0.04
H: -1.657 0.185 0.709  0.01
H: -0.241 -0.751 0.638  0.01
H: 2.532 -1.463 -0.209  0.00
H: 2.318 -0.789 1.145  0.05
H: -3.803 -0.991 1.828  0.01
H: -4.283 0.504 1.576  0.00
O: -3.591 -0.115 1.444  0.03

---

Relative energies, kJ/mol: (i) 0.0; (ii) 266.6.

---

(i)
Entry from the OMol25 dataset: a molecular structure, C3H5FO (ωB97M-V/def2-TZVPD).

Gap between HOMO and LUMO ... 10.68 eV
Highest occupied orbital energy ... -10.2 eV

Each line ends with the Löwdin charge.
Geometry (Å):
C: 0.426 0.378 -0.436  -0.21
C: -1.267 -0.810 0.679  0.01
C: 1.040 -0.490 -1.212  0.04
O: -0.272 -0.013 0.683  -0.17
F: -1.751 -1.241 -0.666  -0.13
H: 0.460 1.497 -0.648  0.15
H: -0.318 1.028 2.575  0.07
H: -1.003 1.326 2.279  0.06
H: 1.260 -1.534 -1.050  0.08
H: 1.426 -0.140 -2.203  0.09

---

(ii)
Entry from the OMol25 dataset: 2 unconnected molecules or ions with the total composition C3H5FO (ωB97M-V/def2-TZVPD).

Gap between HOMO and LUMO ... 10.57 eV
Highest occupied orbital energy ... -9.8 eV

Each line ends with the Löwdin charge.
Geometry (Å):
C: 1.252 -0.464 0.496  0.03
C: 1.260 0.454 -0.720  -0.10
C: 0.580 0.659 0.605  -0.29
O: -2.483 -0.674 -0.303  -0.07
F: -0.390 1.450 1.048  0.10
H: -2.851 -1.181 0.446  0.05
H: 1.630 -1.416 0.937  0.11
H: 2.085 1.145 -0.968  0.08
H: 0.591 0.275 -1.587  0.09
H: -1.674 -0.246 0.046  0.01

---

Relative energies, kJ/mol: (i) 150.0; (ii) 0.0.